Entry one
Molecular formula: C5H14
Method: DFT, ωB97M-V/def2-TZVPD

For the HOMO-LUMO gap, the calculation gives 11.52 eV. The spin multiplicity is 1. The calculation puts the LUMO energy at 1.096 eV. For the HOMO energy, the calculation gives -10.4238 eV. The SMILES is CCC.CC.

XYZ file:
```
19
C5H14 | OMol25 | ωB97M-V/def2-TZVPD
C -0.346 1.234 -2.104
C -0.297 -0.132 -1.310
C -1.604 -0.666 -0.728
H -0.758 2.017 -1.475
H 0.700 1.603 -2.309
H -0.846 1.300 -3.073
H 0.121 -0.836 -2.078
H 0.317 0.254 -0.364
H -1.638 -1.774 -0.660
H -1.776 -0.324 0.223
H -2.545 -0.419 -1.357
C 1.591 -0.318 1.335
C 0.571 -0.270 2.398
H 1.649 0.515 0.634
H 2.719 -0.125 1.835
H 1.385 -1.325 0.857
H -0.511 -0.507 2.014
H 0.445 0.674 2.916
H 0.824 -0.901 3.246
```

Entry two
Molecular formula: C5H14
Method: DFT, ωB97M-V/def2-TZVPD

For the HOMO-LUMO gap, the calculation gives 12.28 eV. The spin multiplicity is 1. The calculation puts the LUMO energy at 1.044 eV. For the HOMO energy, the calculation gives -11.2360 eV. The SMILES is CCC.CC.

XYZ file:
```
19
C5H14 | OMol25 | ωB97M-V/def2-TZVPD
C -2.573 -0.063 -1.712
C -1.078 -0.360 -1.631
C -0.683 -1.781 -1.280
H -3.038 -0.147 -0.728
H -2.726 0.936 -2.124
H -3.124 -0.771 -2.339
H -0.650 -0.043 -2.583
H -0.597 0.352 -0.955
H 0.401 -1.882 -1.292
H -1.018 -1.993 -0.269
H -1.113 -2.538 -1.938
C 1.601 0.739 2.663
C 2.408 1.356 1.536
H 1.965 1.097 3.630
H 0.580 1.119 2.674
H 1.573 -0.346 2.632
H 2.600 2.422 1.604
H 3.400 0.921 1.549
H 2.071 0.981 0.564
```

Which of them is most stable? Easy: entry two.

Entry one
Molecular formula: C5H14
Method: DFT, ωB97M-V/def2-TZVPD

For the HOMO-LUMO gap, the calculation gives 12.61 eV. The spin multiplicity is 1. The calculation puts the LUMO energy at 1.155 eV. For the HOMO energy, the calculation gives -11.4550 eV. The SMILES is CCC.CC.

XYZ file:
```
19
C5H14 | OMol25 | ωB97M-V/def2-TZVPD
C 2.017 -0.294 -0.141
C 1.826 -0.714 1.313
C 1.160 0.420 2.105
H 1.077 -0.247 -0.692
H 2.590 -1.031 -0.686
H 2.546 0.656 -0.224
H 1.260 -1.636 1.399
H 2.805 -0.782 1.776
H 1.753 1.320 2.041
H 0.173 0.737 1.751
H 1.015 0.164 3.132
C -2.909 0.054 -2.081
C -1.841 0.463 -1.031
H -2.466 0.177 -3.069
H -3.294 -0.961 -1.999
H -3.766 0.721 -1.994
H -1.472 -0.429 -0.533
H -2.337 1.091 -0.295
H -0.920 0.863 -1.421
```

Entry two
Molecular formula: C5H14
Method: DFT, ωB97M-V/def2-TZVPD

For the HOMO-LUMO gap, the calculation gives 11.97 eV. The spin multiplicity is 1. The calculation puts the LUMO energy at 1.100 eV. For the HOMO energy, the calculation gives -10.8744 eV. The SMILES is CCC.CC.

XYZ file:
```
19
C5H14 | OMol25 | ωB97M-V/def2-TZVPD
C -2.671 0.462 -0.249
C -1.990 -0.818 0.201
C -1.144 -0.408 1.412
H -2.268 1.460 -0.044
H -2.993 0.521 -1.322
H -3.588 0.575 0.351
H -1.352 -1.264 -0.553
H -2.737 -1.539 0.444
H -0.889 -1.418 1.823
H -1.712 -0.058 2.275
H -0.164 0.092 1.335
C 2.260 0.750 -1.190
C 3.171 -0.081 -0.287
H 2.362 1.833 -1.257
H 2.243 0.360 -2.206
H 1.248 0.451 -0.772
H 2.622 -0.811 0.317
H 3.975 -0.666 -0.776
H 3.627 0.558 0.496
```

Which of them is most stable? Easy: entry one.

Entry one
Molecular formula: C5H14
Method: DFT, ωB97M-V/def2-TZVPD

For the HOMO-LUMO gap, the calculation gives 12.45 eV. The spin multiplicity is 1. The calculation puts the LUMO energy at 1.164 eV. For the HOMO energy, the calculation gives -11.2904 eV. The SMILES is CCC.CC.

XYZ file:
```
19
C5H14 | OMol25 | ωB97M-V/def2-TZVPD
C -0.843 -0.047 1.381
C -1.700 -0.648 0.259
C -2.614 -1.695 0.934
H -0.129 0.707 1.066
H -0.304 -0.886 1.853
H -1.421 0.233 2.267
H -2.272 0.125 -0.261
H -1.160 -1.183 -0.508
H -2.121 -2.342 1.662
H -3.414 -1.208 1.515
H -3.141 -2.314 0.211
C 1.979 0.677 -0.947
C 3.010 1.701 -1.545
H 1.730 0.896 0.085
H 1.043 0.812 -1.514
H 2.218 -0.339 -1.235
H 2.808 1.788 -2.611
H 3.961 1.195 -1.465
H 2.850 2.636 -1.024
```

Entry two
Molecular formula: C5H14
Method: DFT, ωB97M-V/def2-TZVPD

For the HOMO-LUMO gap, the calculation gives 11.95 eV. The spin multiplicity is 1. The calculation puts the LUMO energy at 1.102 eV. For the HOMO energy, the calculation gives -10.8532 eV. The SMILES is CCC.CC.

XYZ file:
```
19
C5H14 | OMol25 | ωB97M-V/def2-TZVPD
C -0.482 1.781 0.754
C -1.317 0.662 1.352
C -0.719 0.027 2.683
H -0.081 1.722 -0.277
H -0.694 2.830 0.875
H 0.506 1.743 1.224
H -1.342 -0.277 0.714
H -2.318 1.006 1.541
H 0.308 -0.214 2.451
H -1.525 -0.476 3.184
H -0.585 0.914 3.363
C 1.426 -0.916 -2.848
C 0.673 -1.461 -1.568
H 1.309 -1.660 -3.633
H 0.907 -0.046 -3.258
H 2.471 -0.763 -2.668
H -0.396 -1.116 -1.519
H 1.123 -1.189 -0.610
H 0.736 -2.568 -1.760
```

Which of them is most stable? Easy: entry one.

Entry one
Molecular formula: C5H14
Method: DFT, ωB97M-V/def2-TZVPD

For the HOMO-LUMO gap, the calculation gives 12.01 eV. The spin multiplicity is 1. The calculation puts the LUMO energy at 1.115 eV. For the HOMO energy, the calculation gives -10.8904 eV. The SMILES is CCC.CC.

XYZ file:
```
19
C5H14 | OMol25 | ωB97M-V/def2-TZVPD
C -1.482 0.267 -0.348
C -1.095 0.606 1.105
C -2.143 1.046 2.132
H -0.669 -0.382 -0.773
H -2.394 -0.319 -0.408
H -1.497 1.209 -0.996
H -0.210 1.294 1.137
H -0.720 -0.363 1.584
H -1.869 1.251 3.171
H -3.048 0.460 2.238
H -2.604 2.036 1.895
C 2.538 -0.294 -1.680
C 2.052 -1.565 -1.097
H 2.946 -0.364 -2.686
H 1.716 0.462 -1.890
H 3.275 0.215 -0.947
H 1.245 -1.559 -0.378
H 2.996 -2.126 -0.747
H 1.614 -2.178 -1.874
```

Entry two
Molecular formula: C5H14
Method: DFT, ωB97M-V/def2-TZVPD

For the HOMO-LUMO gap, the calculation gives 12.05 eV. The spin multiplicity is 1. The calculation puts the LUMO energy at 1.129 eV. For the HOMO energy, the calculation gives -10.9200 eV. The SMILES is CCC.CC.

XYZ file:
```
19
C5H14 | OMol25 | ωB97M-V/def2-TZVPD
C -0.586 0.692 1.520
C -0.054 2.057 1.207
C 1.197 1.880 0.368
H -0.285 0.417 2.594
H -1.643 0.407 1.374
H -0.102 -0.180 1.014
H 0.047 2.521 2.214
H -0.799 2.712 0.770
H 1.995 2.640 0.623
H 0.918 2.117 -0.646
H 1.757 0.880 0.480
C 0.350 -1.909 -1.777
C -0.923 -2.476 -1.246
H 0.283 -0.934 -2.042
H 1.101 -2.293 -1.034
H 0.683 -2.382 -2.627
H -1.183 -3.504 -1.366
H -1.725 -1.784 -1.617
H -0.952 -2.076 -0.173
```

Entry three
Molecular formula: C5H14
Method: DFT, ωB97M-V/def2-TZVPD

For the HOMO-LUMO gap, the calculation gives 12.15 eV. The spin multiplicity is 1. The calculation puts the LUMO energy at 1.115 eV. For the HOMO energy, the calculation gives -11.0375 eV. The SMILES is CCC.CC.

XYZ file:
```
19
C5H14 | OMol25 | ωB97M-V/def2-TZVPD
C -2.517 -0.576 0.287
C -1.041 -0.010 0.459
C -0.456 0.033 1.919
H -2.693 -0.871 -0.723
H -2.596 -1.365 1.048
H -3.339 0.090 0.481
H -1.002 1.044 0.099
H -0.401 -0.694 -0.081
H -0.302 -0.980 2.322
H -1.303 0.488 2.626
H 0.464 0.674 2.061
C 1.421 -0.065 -1.839
C 2.407 0.550 -0.769
H 1.893 0.231 -2.778
H 1.324 -1.114 -1.896
H 0.395 0.301 -1.679
H 3.163 1.249 -1.367
H 1.918 1.261 -0.084
H 2.665 -0.248 -0.086
```

Which of them is most stable? Easy: entry one.